{
  "formula": "C37H37N3O7PS5SiV",
  "method": "ωB97M-V with the def2-TZVPD basis set",
  "s2": 3.796,
  "total_charge": -1,
  "lumo_energy_ev": [2.315, 2.312],
  "orbital_gap_ev": [4.4, 7.1],
  "largest_force_ev_per_a": 2.6,
  "relative_energy_kcal_mol": 10.1,
  "homo_ev": [-2.07, -4.77],
  "energy_ha": -5689.1543,
  "spin_multiplicity": 4,
  "symbols": ["V", "S", "C", "C", "C", "C", "C", "C", "N", "C", "C", "C", "C", "C", "C", "C", "C", "N", "C", "C", "C", "C", "C", "S", "C", "H", "H", "H", "H", "H", "H", "H", "H", "H", "H", "H", "H", "C", "Si", "C", "C", "C", "C", "C", "C", "N", "C", "S", "H", "H", "H", "H", "H", "H", "H", "H", "H", "H", "H", "H", "O", "S", "O", "O", "C", "C", "C", "C", "C", "C", "S", "O", "O", "O", "H", "H", "H", "H", "C", "P", "C", "C", "O", "H", "H", "H", "H", "H", "H", "H", "H", "H"],
  "coordinates": [[0.848563, 0.101645, -0.437427], [5.748131, -2.567021, 0.296159], [7.337684, -2.992880, 0.806322], [7.709725, -2.354397, 1.948257], [6.710030, -1.513626, 2.444381], [5.578488, -1.519480, 1.664815], [4.369790, -0.804062, 1.882468], [3.285759, -1.022660, 1.027606], [2.158659, -0.370115, 1.207925], [1.990138, 0.568741, 2.194172], [3.012364, 0.823362, 3.145790], [2.707128, 1.787871, 4.162643], [1.557836, 2.525516, 4.169931], [0.549856, 2.391945, 3.159921], [-0.640896, 3.125575, 3.015007], [-1.494285, 2.955012, 1.912820], [-1.175919, 1.956581, 0.976263], [-0.129278, 1.190625, 1.158478], [0.770052, 1.387806, 2.164339], [-2.677001, 3.710886, 1.665948], [-3.437724, 4.400648, 2.574479], [-4.496610, 5.097735, 1.963259], [-4.539439, 4.908911, 0.621527], [-3.252510, 3.935008, 0.041404], [4.198549, 0.089755, 2.969068], [7.894188, -3.718804, 0.207078], [8.688542, -2.493807, 2.424486], [6.798844, -0.930073, 3.372156], [3.326994, -1.706206, 0.190206], [3.409684, 1.926473, 4.980876], [1.383673, 3.224716, 4.980929], [-0.883658, 3.885047, 3.776983], [-1.764747, 1.744381, 0.096613], [-3.229868, 4.414173, 3.652169], [-5.204467, 5.698152, 2.540381], [-5.291844, 5.279853, -0.075738], [5.035022, 0.221070, 3.666752], [-3.515547, -5.253417, -1.070016], [-1.760309, -4.824644, -1.497268], [-1.696877, -4.314655, -3.270431], [-0.626195, -6.263117, -1.205183], [-1.221783, -3.529705, -0.227760], [-1.506720, -3.751017, 1.109764], [-1.196510, -2.849951, 2.146892], [-0.507985, -1.715853, 1.799898], [-0.198921, -1.506054, 0.504686], [-0.527228, -2.323766, -0.521938], [0.023204, -1.865466, -2.109647], [-3.659731, -6.313607, -1.368492], [-4.245236, -4.650552, -1.648834], [-3.785936, -5.181603, 0.002346], [-2.234512, -5.115734, -3.828957], [-0.658732, -4.263424, -3.672000], [-2.195086, -3.340357, -3.477654], [-0.924929, -7.096995, -1.867912], [-0.713225, -6.633383, -0.151216], [0.451193, -6.031145, -1.404660], [-2.000719, -4.685977, 1.386912], [-1.525557, -3.051301, 3.165178], [-0.231287, -0.924642, 2.513325], [4.492777, 1.164570, -1.191638], [3.042190, 1.257154, -1.413491], [2.206380, 1.774953, -0.306904], [2.404669, -0.104368, -1.702452], [2.758230, 2.389198, -2.770017], [3.840529, 2.678801, -3.566953], [3.742633, 3.767743, -4.414186], [2.597856, 4.568054, -4.422657], [1.487689, 4.233716, -3.667223], [1.579462, 3.120312, -2.845379], [0.046724, 2.786347, -1.935858], [-1.045129, 3.107375, -2.860359], [0.145897, 3.475901, -0.653898], [-0.068910, 1.255031, -1.837073], [4.747606, 2.077168, -3.477270], [4.589608, 4.012100, -5.053332], [2.576859, 5.459238, -5.063898], [0.540045, 4.789063, -3.706422], [-4.651063, -1.711033, -1.169008], [-3.898682, -0.152877, -0.698518], [-4.280134, 1.014200, -2.012701], [-4.733051, 0.372389, 0.782294], [-2.453473, -0.264998, -0.478439], [-5.726436, -1.566060, -1.348074], [-4.495284, -2.449666, -0.364544], [-4.163511, -2.083114, -2.083488], [-5.326751, 1.357507, -1.958296], [-4.083023, 0.496959, -2.964875], [-3.577772, 1.878554, -1.936492], [-5.826342, 0.219205, 0.677004], [-4.515830, 1.440741, 0.962324], [-4.346544, -0.236158, 1.626375]],
  "atomic_forces_ev_per_a": [[-1.30, -1.06, 0.63], [0.63, 0.08, 0.50], [0.34, -0.68, -0.66], [1.07, -0.64, -0.14], [-0.51, 0.64, 0.62], [0.47, -0.16, 0.13], [-1.08, -0.06, -0.19], [0.40, 0.75, 1.29], [-0.95, 0.27, -0.99], [-1.68, 1.33, 0.07], [0.31, -1.11, -0.87], [-0.39, 0.59, 0.53], [0.43, -0.28, 0.26], [-0.86, -0.42, -1.03], [0.54, 0.29, 0.69], [0.61, -1.03, -0.14], [0.67, 0.13, 1.27], [0.90, -0.59, -1.18], [1.82, -0.86, 0.74], [-0.35, 0.68, 0.24], [0.42, -0.08, 0.34], [-0.60, 0.34, 0.46], [-0.71, 0.33, -0.77], [-0.15, 0.22, 0.67], [-0.22, 0.80, 0.76], [-0.13, 0.40, 0.36], [-0.48, 0.04, -0.26], [-0.04, -0.33, -0.61], [-0.01, 0.01, -0.07], [0.04, 0.02, -0.16], [0.04, 0.04, -0.03], [0.15, -0.30, -0.46], [-0.07, -0.01, 0.07], [-0.09, -0.07, -0.58], [0.13, -0.19, -0.39], [0.33, -0.06, 0.27], [-0.44, 0.09, -0.24], [-0.98, -0.75, -0.01], [0.71, 1.12, 0.78], [-0.03, -0.02, -1.12], [0.52, -1.00, 0.28], [-0.06, 0.28, 0.14], [-0.22, -0.23, 0.11], [-0.18, -0.36, -0.09], [-0.18, 0.23, -0.83], [0.37, 0.41, -0.69], [0.00, -0.60, 0.53], [0.09, 0.63, 1.50], [-0.17, 0.44, 0.13], [0.42, -0.28, 0.31], [0.26, 0.01, -0.55], [0.21, 0.43, 0.13], [-0.76, 0.04, 0.37], [0.37, -0.68, 0.19], [0.23, 0.17, 0.24], [0.11, 0.31, -0.78], [-0.92, -0.06, 0.16], [-0.02, 0.19, -0.01], [0.26, 0.08, -0.20], [-0.07, -0.54, -0.43], [-2.31, 0.51, -0.57], [1.42, -2.02, 0.42], [0.58, 0.25, -0.52], [1.44, 1.63, -0.43], [-0.16, -0.38, 0.97], [0.29, 0.08, -0.23], [0.16, 0.33, -0.28], [0.32, 0.35, -0.65], [-0.03, -0.09, -0.11], [-0.83, 0.11, 0.26], [-1.61, -2.07, -0.22], [1.07, 1.05, 0.84], [-0.30, -0.10, -1.60], [0.93, 1.77, 0.58], [-0.29, 0.28, -0.04], [-0.21, 0.06, 0.11], [-0.02, -0.42, 0.27], [0.59, -0.26, -0.01], [-0.34, -0.38, -0.08], [0.18, 0.12, -0.32], [-0.01, 0.40, -0.20], [-0.80, 0.12, 0.63], [0.91, -0.15, 0.17], [0.22, -0.20, 0.00], [-0.07, 0.30, -0.29], [-0.14, 0.15, 0.29], [0.36, -0.07, -0.17], [-0.12, 0.28, 0.23], [-0.55, -0.67, -0.05], [0.48, 0.20, 0.22], [-0.11, -0.45, 0.01], [-0.23, 0.37, -0.48]],
  "mulliken_charge": [-0.066, -0.077, -0.411, -0.475, -0.598, 0.834, 0.964, -1.100, 0.761, 0.209, 0.256, -1.160, -0.839, 0.439, -0.645, -0.043, -2.153, 1.618, -0.204, 0.767, -0.529, -0.634, -0.569, 0.211, -1.194, 0.381, 0.336, 0.294, 0.270, 0.387, 0.419, 0.351, 0.934, 0.393, 0.372, 0.397, 0.236, -1.044, 0.242, -0.968, -1.140, 0.343, -0.066, -1.565, -0.089, 0.356, 0.914, -0.545, 0.382, 0.267, 0.357, 0.352, 0.289, 0.283, 0.319, 0.287, 0.316, 0.283, 0.394, 0.243, -0.703, 1.674, -0.565, -0.674, 0.172, -0.555, -0.561, -0.549, -0.746, -0.353, 1.809, -0.776, -0.624, -0.507, 0.479, 0.368, 0.338, 0.451, -1.064, 1.097, -0.965, -1.061, -0.548, 0.447, 0.301, 0.154, 0.367, 0.347, 0.058, 0.457, 0.149, 0.238]
}

{
  "formula": "C5H10O3",
  "method": "ωB97M-V with the def2-TZVPD basis set",
  "lumo_energy_ev": 0.373,
  "smiles": "CC(=O)[C@@H](C)O.C=O",
  "orbital_gap_ev": 10.0,
  "largest_force_ev_per_a": 2.0,
  "relative_energy_kcal_mol": 42.8,
  "homo_ev": -9.66,
  "energy_ha": -422.1884,
  "symbols": ["C", "C", "O", "C", "C", "O", "H", "H", "H", "H", "H", "H", "H", "H", "C", "O", "H", "H"],
  "coordinates": [[0.209132, 1.924333, 0.408842], [-0.733680, 0.783773, 0.662924], [-1.354740, 0.631134, 1.692034], [-1.216909, -0.018646, -0.595769], [-0.092526, -0.517567, -1.486842], [-2.027212, -1.074221, -0.166073], [0.060754, 2.696478, 1.159169], [1.236498, 1.557765, 0.510825], [0.084913, 2.343121, -0.594023], [-1.825286, 0.708998, -1.161121], [0.641061, -1.084305, -0.881574], [-0.501555, -1.191582, -2.235391], [0.431167, 0.305752, -1.968042], [-2.168109, -0.941508, 0.790958], [1.794334, -1.533105, 0.929595], [1.029074, -0.888117, 1.605259], [2.710742, -1.089899, 0.498190], [1.722343, -2.612403, 0.831039]],
  "atomic_forces_ev_per_a": [[0.47, -0.13, 0.29], [-1.70, 0.52, -0.95], [0.59, -0.07, -0.19], [0.47, 0.14, 0.87], [0.32, -0.36, 0.49], [-0.02, -0.23, 0.09], [-0.04, 0.01, 0.03], [-0.08, 0.07, -0.11], [-0.03, -0.14, 0.12], [0.10, 0.02, 0.08], [-0.50, 0.25, -0.58], [0.01, 0.05, -0.12], [-0.01, 0.03, -0.11], [0.03, 0.09, -0.24], [0.39, 0.58, 1.22], [0.51, -0.49, -0.45], [-0.18, 0.17, -0.23], [-0.34, -0.52, -0.20]],
  "mulliken_charge": [-1.252, 0.903, -0.630, 0.119, -0.902, -0.581, 0.374, 0.246, 0.351, 0.272, 0.013, 0.350, 0.327, 0.404, -0.249, -0.373, 0.299, 0.330]
}

{
  "formula": "C5H13LaO3",
  "method": "ωB97M-V with the def2-TZVPD basis set",
  "total_charge": 2,
  "lumo_energy_ev": -8.738,
  "orbital_gap_ev": 9.2,
  "largest_force_ev_per_a": 1.9,
  "relative_energy_kcal_mol": 0.0,
  "homo_ev": -17.96,
  "energy_ha": -455.0089,
  "symbols": ["C", "O", "C", "H", "H", "H", "H", "H", "La", "O", "H", "C", "O", "C", "C", "H", "H", "H", "H", "H", "H", "H"],
  "coordinates": [[-3.204060, 0.366975, 0.306724], [-2.222436, 1.236955, -0.255336], [-2.673973, 2.571592, -0.503489], [-2.697968, -0.479355, 0.790491], [-3.807532, 0.923558, 1.035154], [-3.851715, 0.018950, -0.504544], [-3.166164, 2.689897, -1.477671], [-3.453061, 2.820575, 0.229983], [0.225457, 0.779167, -0.620130], [2.072958, 1.258686, 0.291578], [-1.780403, 3.285169, -0.472215], [1.052584, -2.615307, -0.371536], [1.549302, -1.284666, -0.359275], [2.672451, -1.065822, 0.510383], [3.145650, 0.367530, 0.292397], [0.225123, -2.657477, -1.087338], [1.846892, -3.304831, -0.687392], [0.694973, -2.901939, 0.628116], [3.459147, -1.797066, 0.272763], [2.328710, -1.216854, 1.547223], [3.711472, 0.408099, -0.659846], [3.872585, 0.596170, 1.093959]],
  "atomic_forces_ev_per_a": [[-0.91, -0.35, -0.01], [1.26, 0.11, -0.03], [-0.04, 1.38, -0.27], [-0.15, 0.24, -0.11], [0.24, -0.28, -0.04], [0.02, -0.10, 0.26], [0.30, -0.37, 0.02], [0.63, 0.28, 0.09], [0.60, -0.03, -0.06], [-1.41, 0.12, -0.27], [-1.21, -0.84, 0.21], [-0.21, -1.09, 0.12], [-0.69, 1.15, -0.46], [0.62, 0.10, 0.79], [1.65, -0.91, 0.05], [0.16, -0.08, 0.07], [-0.27, 0.18, 0.03], [0.13, 0.06, -0.24], [-0.19, 0.25, 0.09], [0.14, -0.03, -0.26], [-0.31, 0.18, 0.32], [-0.35, 0.07, -0.30]],
  "mulliken_charge": [-0.632, -0.314, -0.639, 0.244, 0.309, 0.322, 0.304, 0.299, 1.871, -0.593, 0.277, -0.717, -0.323, -0.350, -0.405, 0.304, 0.289, 0.354, 0.386, 0.357, 0.311, 0.345]
}

{
  "formula": "C5H9BrO2Si2",
  "method": "ωB97M-V with the def2-TZVPD basis set",
  "lumo_energy_ev": -0.259,
  "orbital_gap_ev": 9.2,
  "largest_force_ev_per_a": 10.0,
  "homo_ev": -9.42,
  "energy_ha": -3499.2183,
  "symbols": ["C", "C", "C", "Si", "C", "C", "O", "Br", "O", "Si", "H", "H", "H", "H", "H", "H", "H", "H", "H"],
  "coordinates": [[1.759443, 2.960055, 0.358047], [1.187572, 2.024024, -0.556264], [0.530118, 0.758523, -1.430063], [-0.266641, -0.459522, -0.165905], [-2.158164, -0.744892, -0.391039], [-3.093984, 0.284007, 0.501697], [-4.326746, -0.179103, 0.828908], [-2.538297, 2.138273, 1.065318], [0.546170, -2.012655, -0.291893], [2.051653, -1.781444, 0.648412], [2.514492, 3.414571, 1.162767], [1.465818, 0.236165, -1.951469], [-0.203978, 1.155847, -2.258499], [-0.014831, 0.049569, 1.199827], [-2.380689, -1.841090, 0.024589], [-2.456782, -0.782174, -1.532805], [2.230158, -0.394657, 1.092636], [3.236109, -2.151911, -0.114971], [1.918580, -2.673585, 1.810708]],
  "atomic_forces_ev_per_a": [[-3.13, -7.44, -5.98], [3.89, 5.44, 6.23], [1.65, 2.11, -0.17], [0.16, -1.38, -0.40], [-0.67, -0.49, 0.27], [-7.03, -4.14, 0.61], [8.40, 3.61, -1.90], [-0.34, -1.97, -0.73], [1.16, 2.99, 1.44], [-1.66, -1.13, -0.78], [-2.24, -1.11, -2.40], [-2.06, 1.20, 1.02], [1.54, -0.66, 1.69], [-0.23, -0.02, -0.13], [0.26, 2.49, -0.76], [0.26, 0.46, 2.39], [-0.09, 0.16, -0.10], [0.11, -0.15, -0.38], [0.03, 0.02, 0.08]],
  "mulliken_charge": [-0.463, -0.115, -0.268, 0.248, -0.440, 0.339, -0.483, -0.121, -0.399, 0.536, 0.305, 0.299, 0.364, -0.029, 0.245, 0.356, -0.086, -0.147, -0.141]
}